The following is a quantum chemistry calculation of 2 unconnected molecules or ions with the total composition C4H12, from OMol25.

Geometry as XYZ:
```
16
Properties=species:S:1:pos:R:3:mulliken_charge:R:1
C 2.8735 -0.6953 0.2251 -0.807
C 2.1003 -0.9191 1.5378 -0.758
H 2.4384 0.0707 -0.4263 0.256
H 3.8808 -0.3182 0.4065 0.275
H 3.0020 -1.5919 -0.3661 0.269
H 1.3069 -0.1776 1.6265 0.207
H 2.7527 -0.7842 2.3908 0.299
H 1.6441 -1.8986 1.5536 0.260
C -2.1700 0.3048 -1.3242 -0.834
C -2.8419 1.3389 -0.4229 -0.726
H -1.6368 -0.4417 -0.7232 0.243
H -2.8599 -0.3152 -1.8836 0.299
H -1.4487 0.6920 -2.0403 0.277
H -3.7648 0.9226 -0.0220 0.254
H -3.0737 2.2552 -0.9672 0.259
H -2.2029 1.5575 0.4354 0.229
```

Output
**HOMO level**: -11.8 eV
**Energy above the lowest of the compared OMol25 structures with the same formula, charge and spin**: 21.7 kJ/mol
**DFT total energy**: -4342.3030 eV
**Molar mass**: 60.14 g/mol
**Total charge**: 0
**Gap between HOMO and LUMO**: 0.473 hartree
**LUMO energy**: 1.06 eV